Entry from the Open Molecules 2025 dataset: a structure of composition C38H84F3N4NaO10S in a non-equilibrium geometry (wB97M-V/def2-TZVPD).

XYZ file:
```
141
Properties=species:S:1:pos:R:3:forces:R:3:mulliken_charge:R:1
Na -0.982235 -1.609811 2.519628 -0.016 -0.018 0.065 0.717
C 0.178954 0.069309 -1.288967 -0.841 1.514 2.029 -0.001
F 0.983108 1.106310 -1.375384 1.379 0.608 0.092 -0.215
F -0.594212 0.130123 -2.304064 -2.002 -0.360 -2.442 -0.175
F 0.814125 -1.048017 -1.269163 1.654 -2.029 -0.311 -0.201
S -0.735047 0.218841 0.279535 1.466 -0.558 1.317 1.904
O -1.316316 1.515423 0.272477 -1.096 1.024 -0.282 -0.970
O -1.624418 -0.938656 0.366631 -0.029 0.375 -0.267 -0.609
O 0.368762 0.138782 1.247982 -0.495 -0.674 0.029 -0.777
C -3.347148 3.182286 6.928822 0.244 1.831 -1.362 -0.702
O -2.721027 2.173916 6.196704 0.477 -0.546 -1.112 -0.290
C -2.808240 2.467789 4.804410 -0.349 -0.217 -1.503 -0.905
C -1.917327 1.490723 3.987857 -0.462 0.654 0.752 -0.210
N -2.236693 0.090892 4.159935 -0.944 -1.040 0.119 0.061
C -3.623090 -0.221392 3.673568 1.532 -0.066 0.344 -0.470
C -3.959287 -1.688707 3.754785 -0.863 0.342 0.059 -0.797
O -3.022252 -2.522294 3.110975 -1.206 -1.108 -0.499 -0.043
C -3.662065 -3.843174 2.990118 -0.315 1.231 0.630 -0.821
H -3.244198 3.006059 7.992532 -0.288 -0.209 0.039 0.246
H -4.394723 3.307018 6.540437 0.600 -0.039 0.858 0.286
H -2.778081 4.130016 6.655163 -0.873 -0.597 0.688 0.290
H -2.478651 3.500676 4.498923 -0.198 -0.634 0.799 0.512
H -3.865027 2.368207 4.464090 0.394 0.242 0.342 0.408
H -0.944790 1.711712 4.388504 0.858 -0.355 -0.095 0.183
H -1.899028 1.674966 2.902188 -0.202 0.477 0.417 -0.105
H -2.178035 -0.171187 5.148342 -0.014 0.236 -0.317 0.377
H -3.623657 0.016527 2.607114 -0.125 0.253 -0.025 0.155
H -4.412490 0.360459 4.176857 0.207 -0.211 -0.112 0.376
H -4.949414 -1.690091 3.277344 0.099 -0.604 -0.314 0.256
H -4.149043 -2.125573 4.736497 0.210 0.478 0.539 0.453
H -4.589460 -3.861969 2.385044 0.786 0.436 -0.084 0.089
H -3.967579 -4.139835 3.993553 0.179 -0.180 0.219 0.330
H -2.927027 -4.510154 2.619231 0.548 -0.602 -0.497 0.266
C -4.171322 2.915981 -2.926815 -0.156 0.386 -1.196 -1.344
C -3.154901 2.546388 -1.901541 0.498 -0.975 0.226 0.460
O -3.795192 2.241607 -0.672091 -0.934 0.360 -0.548 -0.588
H -3.705035 3.517135 -3.731159 -0.214 -0.246 0.349 0.363
H -4.982278 3.489154 -2.506967 -0.189 0.373 0.276 0.314
H -4.629091 2.051872 -3.414129 0.088 -0.100 0.165 0.269
H -2.400303 3.320941 -1.758604 -0.043 0.206 0.011 0.359
H -2.622539 1.645624 -2.257613 0.032 0.309 0.090 -0.110
H -3.113146 1.942201 -0.084447 0.685 -0.238 0.526 0.279
C -0.193282 -4.278242 0.225591 1.767 2.674 -3.186 -0.955
C 1.146739 -3.820699 0.780665 -0.923 -0.459 -0.269 -0.491
O 0.888298 -3.015204 1.917658 0.126 0.662 0.530 -0.554
H -0.771537 -3.373665 -0.113517 0.387 -0.855 0.429 0.122
H -0.699967 -4.768340 0.950903 -1.771 -1.745 2.121 0.362
H -0.026596 -4.889916 -0.678105 -0.189 -0.017 0.498 0.411
H 1.708364 -3.224523 0.077599 0.181 -0.037 -0.486 0.307
H 1.720959 -4.681287 1.090038 0.419 -0.317 0.019 0.377
H 1.584997 -2.354250 1.885654 -0.050 0.325 0.442 0.240
C 3.621962 1.754016 -4.019547 1.136 -0.180 -0.210 -1.155
C 5.240572 1.730013 -4.213201 -2.987 0.034 -0.046 1.436
C 5.864966 1.761298 -2.823900 -0.648 -0.483 -0.652 -1.265
C 5.721973 0.412030 -2.182737 -0.602 -0.600 0.976 0.351
C 6.242047 -0.717717 -3.023493 1.464 1.637 -0.930 -1.574
C 5.545200 -0.840420 -4.374583 0.160 -0.508 -0.198 1.671
N 5.586321 0.517435 -4.943820 0.832 -0.164 -0.918 0.188
O 4.885778 0.478147 -6.224447 0.098 0.058 1.221 -0.495
C 6.391932 -1.718365 -5.326122 -0.582 1.347 -1.014 -2.033
C 4.117037 -1.395270 -4.306161 0.220 -1.025 0.945 -1.214
C 5.775337 2.942480 -4.986347 -0.788 0.149 -0.816 -1.899
H 3.132835 1.768284 -5.004066 0.154 -0.246 0.351 0.309
H 3.314857 2.650735 -3.497283 -0.005 0.309 0.217 0.502
H 3.280980 0.870299 -3.420818 0.321 1.037 -0.697 -0.172
H 6.885599 2.112652 -2.914227 0.418 -0.189 0.232 0.375
H 5.291836 2.478457 -2.253726 0.060 0.441 0.214 0.294
H 4.684759 0.182190 -1.895542 0.047 0.408 -0.106 -0.292
H 6.261247 0.385476 -1.251059 0.284 0.109 0.568 0.545
H 6.333880 -1.594944 -2.442049 -0.374 -1.326 0.309 0.566
H 7.293000 -0.403510 -3.215286 -0.305 -0.445 -0.265 0.346
H 5.865797 -1.930585 -6.289492 0.396 0.291 0.787 0.320
H 7.312967 -1.169931 -5.525906 -0.016 0.033 -0.235 0.464
H 6.686513 -2.632454 -4.902940 0.109 -1.394 0.846 0.440
H 3.564006 -0.940898 -3.471755 -0.132 -0.099 -0.672 -0.169
H 3.707061 -1.251665 -5.290399 -0.730 0.363 -0.106 0.461
H 4.047008 -2.496224 -4.123333 0.561 0.687 -0.074 0.384
H 5.513355 3.882864 -4.463619 0.423 -0.484 -0.105 0.343
H 5.366668 3.067612 -6.025308 0.133 -0.301 0.909 0.413
H 6.851199 2.782543 -5.091127 0.018 0.401 0.135 0.519
H 5.451368 1.048193 -6.735462 0.284 0.151 -0.593 0.361
C 2.782065 3.868178 4.386592 -0.488 0.644 -0.463 -1.901
C 2.449817 3.727985 2.885731 -1.597 -0.438 0.395 1.692
C 3.315564 4.656645 2.062900 0.351 -0.978 -1.286 -1.193
C 4.747270 4.123009 1.933589 -0.258 0.585 -0.832 -0.933
C 4.697901 2.744413 1.308786 0.014 0.488 -0.398 -1.033
C 3.909792 1.772788 2.131108 -0.001 -0.140 1.634 1.724
N 2.573973 2.352146 2.367975 0.709 -0.079 -0.015 0.883
O 1.887998 1.427157 3.234663 1.148 1.263 0.617 -0.509
C 3.672647 0.536317 1.314269 0.980 -1.521 -1.913 -1.720
C 4.678151 1.420958 3.471754 -0.946 -0.645 -1.159 -1.761
C 0.913395 4.055061 2.677281 1.355 -0.383 0.420 -1.936
H 2.084636 4.626650 4.782531 0.460 -0.287 0.197 0.510
H 3.800220 4.215791 4.499139 0.234 0.168 0.275 0.398
H 2.669224 2.937781 4.924545 -0.227 -0.163 0.097 0.297
H 2.953160 4.627023 1.004539 -0.139 0.443 0.779 0.276
H 3.291823 5.660960 2.463323 -0.157 0.280 0.031 0.383
H 5.290785 4.124770 2.864331 0.195 -0.045 0.438 0.385
H 5.280031 4.784206 1.241049 0.111 0.029 0.211 0.419
H 5.700917 2.380263 1.106057 0.161 -0.266 0.110 0.518
H 4.186219 2.787657 0.341281 0.083 0.275 -0.115 0.253
H 4.636560 0.145227 0.850640 -0.811 0.531 0.718 0.360
H 3.266461 -0.309904 1.872357 -0.162 0.233 0.108 0.325
H 3.023606 0.725940 0.420350 0.299 0.054 0.949 0.045
H 5.636923 1.004497 3.160430 0.218 0.216 0.302 0.405
H 4.762058 2.275892 4.136274 0.286 -0.081 -0.084 0.398
H 4.126174 0.615708 3.981915 0.169 0.390 -0.049 0.331
H 0.377769 3.430151 3.396256 -0.199 0.181 -0.151 0.284
H 0.607273 3.800294 1.661919 0.016 0.065 0.049 0.367
H 0.737282 5.104519 2.893747 -0.144 0.157 0.002 0.559
H 1.235112 1.179964 2.614622 -1.646 -1.038 -0.954 0.356
C -5.272312 -0.890903 -1.252581 -0.146 -0.239 -1.348 -2.028
C -5.728531 -2.270536 -0.785225 -2.106 -0.251 1.366 2.157
C -6.866845 -2.784542 -1.699239 0.310 0.142 -1.470 -1.258
C -6.337554 -3.422818 -3.016270 0.313 -0.145 0.586 -0.593
C -5.324314 -4.528856 -2.601065 -0.890 0.867 0.390 -1.647
C -4.170612 -4.034176 -1.709512 0.118 -0.605 -0.500 2.199
N -4.767691 -3.365519 -0.576170 0.233 1.159 0.802 -0.108
O -3.735222 -2.875508 0.285096 -0.181 -0.198 0.056 1.060
C -3.441631 -5.279936 -1.213807 0.520 -0.277 0.477 -1.777
C -3.150615 -3.194867 -2.467189 -1.306 1.368 -0.886 -1.681
C -6.447973 -2.053838 0.600029 0.279 0.223 -0.012 -1.596
H -6.165979 -0.314438 -1.461129 -0.376 0.070 0.009 0.563
H -4.767330 -0.933212 -2.221407 0.227 0.049 0.155 0.198
H -4.740217 -0.242496 -0.587936 0.738 -0.094 0.652 0.432
H -7.463124 -3.556668 -1.204204 0.076 0.193 0.223 0.358
H -7.519206 -1.918933 -1.953582 0.269 -0.625 0.343 0.422
H -5.793863 -2.684878 -3.619858 -0.273 0.026 0.025 0.312
H -7.198998 -3.792335 -3.626936 0.819 0.063 0.460 0.384
H -4.886554 -5.026000 -3.432666 0.314 -0.387 -0.928 0.477
H -5.854820 -5.281983 -2.022438 -0.144 -0.175 0.086 0.416
H -3.224637 -5.975838 -2.025880 0.018 0.190 -0.230 0.481
H -2.482778 -5.008941 -0.754073 -0.300 -0.075 -0.042 0.078
H -4.018981 -5.849535 -0.487650 -0.198 0.167 0.141 0.365
H -2.511508 -3.805053 -3.073567 0.510 -0.318 -0.199 0.503
H -3.687611 -2.507208 -3.148740 0.281 -0.364 0.024 0.315
H -2.585962 -2.508458 -1.846713 0.418 -0.309 0.285 0.049
H -7.385376 -1.474838 0.545856 0.134 -0.504 -0.465 0.416
H -5.848537 -1.433155 1.244269 0.622 0.190 0.282 -0.135
H -6.598603 -2.996356 1.139588 -0.165 0.077 -0.378 0.405
H -3.334071 -2.076948 -0.103949 -0.106 -0.127 -0.001 -0.406
```
Forces are in eV/Å.

Results
2S+1 = 1
HOMO-LUMO gap = 8.33 eV
HOMO = -8.21 eV
strongest force on any atom = 0.0879 Eh/bohr
E_tot = -90605.1507 eV